# 1
An isolated ion of composition C2H4NO2 and charge +1 in a non-equilibrium geometry, computed with the ωB97M-V functional and the def2-TZVPD basis.

Summary:
LUMO energy = -4.62 eV
ΔE to the lowest compared entry with this formula, charge and spin = 1.981 eV
charge = +1
E_HOMO = -15.886 eV

Cartesian coordinates (Å):
C1 -0.86516 -0.91682 -0.79344
C2 0.30801 -0.51135 0.06528
N1 0.40398 0.90835 0.32756
O1 -1.35439 -1.03091 -1.85067
O2 -0.98702 -0.93057 0.49485
H1 1.02837 -1.16250 0.66238
H2 -0.53322 1.29291 0.39134
H3 0.99902 1.34986 -0.51266
H4 1.00042 1.00103 1.21536



# 2
A 2-piece molecular cluster, C6H9N2O2 overall in a non-equilibrium geometry, computed with the ωB97M-V functional and the def2-TZVPD basis.

Summary:
LUMO energy (spin up / spin down) = 6.45 / 6.42 eV
ΔE to the lowest compared entry with this formula, charge and spin = 2.184 eV
2S+1 = 2
charge = -2
E_HOMO (spin up / spin down) = 3.269 / -1.438 eV

Cartesian coordinates (Å):
C1 -0.94430 0.79589 1.53571
C2 -0.01314 0.86566 2.75150
O1 -0.50368 0.37354 3.77880
O2 1.01072 1.50570 2.76894
H1 -0.80831 1.74469 0.78456
H2 -2.02486 1.09661 1.75448
H3 -0.94482 -0.23472 1.04238
C3 1.48411 0.21454 -0.46474
C4 0.52980 -0.27352 -1.39524
C5 -0.42532 -0.85852 -3.32195
C6 -0.41132 -1.24665 -1.14170
N1 0.45106 0.08814 -2.76915
N2 -1.01470 -1.62369 -2.38870
H4 -0.67160 -0.88580 -4.43912
H5 2.47202 0.19186 -0.96397
H6 1.47584 -0.38544 0.46589
H7 -1.71020 -2.32416 -2.50347
H8 -0.78598 -1.62933 -0.27296
H9 1.56808 1.15681 0.07377



# 3
A 8-piece molecular cluster, C30H66O14P2 overall, computed with the ωB97M-V functional and the def2-TZVPD basis.

Summary:
LUMO energy = 0.54 eV
ΔE to the lowest compared entry with this formula, charge and spin = 0.000 eV
E_HOMO = -9.066 eV

Cartesian coordinates (Å):
C1 2.47768 -2.62700 3.90549
O1 2.22607 -4.04503 3.82984
P1 1.46757 -4.58633 2.57174
O2 1.98109 -4.23345 1.25721
O3 1.35357 -6.13103 2.84069
C2 0.85622 -6.60124 4.09634
O4 -0.00957 -4.06729 2.85702
C3 -1.02583 -4.23065 1.87392
H1 3.44936 -2.50091 4.37798
H2 1.71931 -2.16965 4.53739
H3 2.47345 -2.15775 2.92552
H4 1.07140 -7.66552 4.14509
H5 -0.21729 -6.43348 4.17328
H6 1.35915 -6.11912 4.93438
H7 -0.71421 -4.89957 1.07125
H8 -1.30481 -3.27212 1.42817
H9 -1.91693 -4.60185 2.38103
C4 2.86982 2.91627 -1.07902
O5 1.99694 3.72812 -1.86829
P2 1.50320 3.27034 -3.29169
O6 2.49691 3.23681 -4.34646
O7 0.30592 4.25253 -3.57792
C5 -0.67610 4.50415 -2.56839
O8 0.85096 1.86137 -2.94849
C6 0.08072 1.15778 -3.92327
H10 3.62829 3.52987 -0.60096
H11 3.39419 2.18820 -1.70010
H12 2.30096 2.40995 -0.30147
H13 -1.65576 4.23882 -2.96452
H14 -0.64337 5.55176 -2.28151
H15 -0.53307 3.89509 -1.67428
H16 -0.81893 0.77653 -3.44150
H17 0.65393 0.31470 -4.31090
H18 -0.19086 1.78920 -4.77074
C7 -4.36921 3.02245 -2.23684
C8 -5.54902 3.05139 -1.24712
C9 -5.26649 1.77566 -0.45744
O9 -3.85047 1.64787 -0.37036
C10 -3.24847 2.53855 -1.33340
H19 -4.16375 4.03422 -2.58165
H20 -4.60200 2.33359 -3.04658
H21 -6.51357 2.94062 -1.74117
H22 -5.53576 3.94327 -0.62222
H23 -5.65540 0.92747 -1.04671
H24 -5.72033 1.69226 0.52991
H25 -2.41687 2.02241 -1.81333
H26 -2.85545 3.38836 -0.76620
C11 -0.44930 0.89941 0.43136
C12 0.14446 -0.14821 -0.50584
C13 0.87721 -1.13455 0.44716
O10 0.79425 -0.58516 1.76235
C14 -0.35230 0.26901 1.81283
H27 -1.47765 1.16612 0.18581
H28 0.06996 1.85764 0.40293
H29 0.84696 0.28814 -1.20746
H30 -0.62984 -0.71574 -1.01325
H31 1.92958 -1.20315 0.17415
H32 0.39909 -2.11593 0.43151
H33 -0.18583 0.97863 2.62380
H34 -1.22063 -0.35430 2.06623
C15 2.12692 -4.01440 -2.00958
C16 0.60399 -4.05529 -2.08924
C17 0.28568 -2.95025 -3.07797
O11 1.33800 -3.02771 -4.04068
C18 2.53739 -3.40494 -3.35554
H35 2.56581 -4.98900 -1.80636
H36 2.41902 -3.36060 -1.18840
H37 0.15864 -3.91514 -1.09974
H38 0.20070 -5.01490 -2.42405
H39 0.30447 -1.95766 -2.61916
H40 -0.66315 -3.12952 -3.57623
H41 3.13909 -2.49571 -3.21331
H42 3.14290 -4.05200 -3.99154
C19 -3.90617 -3.76477 -0.35097
C20 -4.28248 -2.28287 -0.22039
C21 -3.06453 -1.55238 -0.79964
O12 -2.36393 -2.51395 -1.60752
C22 -3.03983 -3.76314 -1.60496
H43 -4.80835 -4.36330 -0.47399
H44 -3.35631 -4.09509 0.52780
H45 -4.52895 -1.96467 0.79179
H46 -5.17060 -2.07091 -0.82318
H47 -2.39617 -1.29014 0.02358
H48 -3.33881 -0.69116 -1.40212
H49 -2.28199 -4.54702 -1.55191
H50 -3.63521 -3.88298 -2.51505
C23 5.94211 0.12399 1.75017
C24 4.54136 -0.33459 1.34219
C25 3.73815 0.87591 1.82264
O13 4.51597 1.98836 1.41907
C26 5.90193 1.61888 1.40341
H51 6.75385 -0.38406 1.23176
H52 6.07417 -0.01110 2.82524
H53 4.23779 -1.25754 1.83217
H54 4.46343 -0.43535 0.25839
H55 3.61369 0.82584 2.91584
H56 2.73326 0.94537 1.40947
H57 6.50203 2.21661 2.08903
H58 6.23150 1.77931 0.37374
C27 0.23434 5.92497 1.96257
C28 -1.15093 6.10348 2.60822
C29 -1.92320 4.88697 2.09112
O14 -1.27815 4.49561 0.88778
C30 0.10332 4.62398 1.17500
H59 1.04795 5.96303 2.68484
H60 0.40558 6.75758 1.27784
H61 -1.65004 7.00937 2.26324
H62 -1.13514 6.14268 3.69623
H63 -2.98551 5.04532 1.91868
H64 -1.84152 4.05191 2.80669
H65 0.70181 4.64725 0.26386
H66 0.42696 3.74615 1.75389



# 4
A 6-piece molecular cluster, C38H59FNO22PS overall in a non-equilibrium geometry, computed with the ωB97M-V functional and the def2-TZVPD basis.

Summary:
LUMO energy = -1.50 eV
E_HOMO = -8.819 eV

Cartesian coordinates (Å):
C1 -5.12730 4.00279 1.56405
C2 -4.43166 4.09607 0.14654
C3 -2.89506 4.46151 0.27764
C4 -2.12838 3.79978 -0.94401
O1 -0.75754 3.54697 -0.56299
C5 -0.56929 2.36719 0.12206
C6 0.65204 2.20928 0.73217
C7 1.78440 3.29165 0.68468
C8 2.77275 2.81227 -0.47163
C9 2.07879 2.90939 -1.89608
F1 3.96711 3.56725 -0.51068
C10 1.03135 0.89355 1.49708
O2 1.68365 0.90033 2.51474
C11 0.44913 -0.41200 0.83480
C12 1.19809 -1.67987 0.82807
C13 2.59732 -1.72185 1.50432
C14 2.60665 -2.13953 3.03876
C15 1.23736 -1.96551 3.81180
C16 0.48068 -3.33956 4.00609
O3 0.31200 -3.81571 5.10322
O4 0.00784 -4.08440 2.91541
C17 -1.42928 -4.24616 2.94967
C18 -1.79135 -5.25988 1.77441
C19 0.55109 -2.81611 0.12857
P1 1.44445 -4.45664 0.00767
S1 0.93226 -5.29328 -1.70131
C20 -0.77209 -2.66898 -0.48878
C21 -1.51741 -1.38454 -0.46966
O5 -2.77785 -1.21364 -1.05089
N1 -3.45297 -2.42053 -1.19816
O6 -4.55635 -2.30408 -0.82048
C22 -0.88096 -0.25061 0.19303
C23 -1.54801 1.17815 0.24296
O7 -2.74308 1.22111 0.41902
H1 -4.92215 4.94274 2.13921
H2 -6.22718 3.86065 1.38040
H3 -4.78833 3.08746 2.12977
H4 -4.57513 3.09858 -0.35505
H5 -4.89483 4.86866 -0.52437
H6 -2.45200 4.04730 1.22157
H7 -2.72442 5.57696 0.31141
H8 -2.66543 2.93401 -1.40242
H9 -2.08467 4.59481 -1.74695
H10 2.35046 3.31629 1.65982
H11 1.42052 4.30215 0.37729
H12 3.02508 1.71723 -0.34323
H13 1.79111 3.97719 -2.07714
H14 2.84535 2.63835 -2.67905
H15 1.23568 2.18599 -2.01441
H16 3.09198 -0.71394 1.43250
H17 3.27882 -2.41825 0.93288
H18 3.34214 -1.44961 3.54616
H19 3.01382 -3.18107 3.19981
H20 1.50313 -1.65429 4.86284
H21 0.56852 -1.16372 3.41527
H22 -1.91297 -3.26607 2.68926
H23 -1.80974 -4.68638 3.90312
H24 -0.91642 -5.91628 1.50510
H25 -2.10696 -4.72697 0.84314
H26 -2.62365 -5.95887 2.06009
H27 2.83946 -4.14642 -0.13082
H28 1.17961 -5.32144 1.10035
H29 -1.28234 -3.51365 -1.01702
C24 -6.88639 -0.55729 -0.05054
O8 -7.73937 0.36956 -0.72518
C25 -8.91909 -0.13990 -1.09601
O9 -9.29263 -1.26898 -0.90965
O10 -9.61299 0.82629 -1.71157
C26 -10.90352 0.42071 -2.16505
H30 -5.96348 -0.03671 0.20075
H31 -7.35105 -0.90489 0.87350
H32 -6.64445 -1.39643 -0.69801
H33 -11.52709 0.11131 -1.32535
H34 -10.81946 -0.38249 -2.89814
H35 -11.36915 1.28035 -2.64434
C27 1.14384 -11.66621 0.20822
O11 1.76499 -10.38655 0.10163
C28 1.97417 -9.97855 -1.15793
O12 1.68801 -10.58845 -2.15508
O13 2.55389 -8.77540 -1.10978
C29 2.83796 -8.20656 -2.38831
H36 1.02467 -11.88964 1.26776
H37 0.15637 -11.65470 -0.25527
H38 1.76953 -12.43901 -0.23988
H39 1.91923 -8.05613 -2.95504
H40 3.53625 -8.83483 -2.94386
H41 3.30235 -7.23700 -2.22199
C30 3.54260 10.23704 -2.40360
O14 4.29366 9.61956 -1.35787
C31 4.52980 8.31457 -1.54739
O15 4.16928 7.66108 -2.49187
O16 5.23569 7.86602 -0.50378
C32 5.56304 6.47659 -0.57106
H42 3.41331 11.28658 -2.14462
H43 4.08132 10.17888 -3.35018
H44 2.55708 9.77820 -2.49220
H45 6.18222 6.26920 -1.44478
H46 4.65941 5.86805 -0.58675
H47 6.13211 6.22672 0.32292
C33 -0.18497 -9.95469 3.57993
O17 -0.67525 -11.18354 4.11547
C34 -2.00355 -11.32626 4.03265
O18 -2.77248 -10.52897 3.56128
O19 -2.32707 -12.51055 4.56549
C35 -3.72457 -12.79900 4.54497
H48 0.89730 -9.94702 3.69941
H49 -0.41526 -9.87914 2.51621
H50 -0.59782 -9.10452 4.12454
H51 -4.09513 -12.83591 3.51981
H52 -4.27855 -12.06227 5.12794
H53 -3.86520 -13.77810 4.99987
C36 6.91146 14.36767 -6.61744
O20 7.39082 14.15848 -5.28966
C37 6.59589 13.39245 -4.53378
O21 5.55602 12.89307 -4.88065
O22 7.15751 13.27774 -3.32502
C38 6.40937 12.47987 -2.40916
H54 7.63372 14.99899 -7.13236
H55 6.83410 13.42054 -7.15269
H56 5.94933 14.88117 -6.60307
H57 6.31241 11.45831 -2.77874
H58 5.42736 12.91919 -2.22896
H59 6.95462 12.45571 -1.46732